1.
The following is a quantum chemistry calculation of a cluster of 9 separate species, C54H45N9O18 in total, from OMol25.

Last column: Löwdin charge in e.
Cartesian coordinates (Å):
C 5.096 -1.579 23.310  -0.054
C 4.538 6.455 11.992  -0.073
H 7.553 2.953 26.608  0.110
N 7.220 1.062 13.114  -0.327
C 9.951 0.730 17.235  -0.018
C 5.811 1.424 16.508  -0.070
H 8.271 3.899 17.360  0.102
C 11.799 0.656 21.987  -0.038
O 4.964 7.153 19.774  0.066
C 10.620 3.853 25.540  -0.136
C 13.666 -0.904 21.942  -0.005
C 4.004 7.316 12.919  -0.070
H 10.749 0.906 22.037  0.082
H 9.386 1.643 17.106  0.095
H 11.269 3.215 28.797  0.108
C 7.279 3.201 20.472  -0.158
H 4.644 -4.921 22.806  0.109
C 6.675 1.113 15.488  0.006
O 5.069 9.248 20.167  0.075
C 5.647 5.655 12.271  0.004
C 6.348 1.460 14.192  -0.159
H 8.902 2.693 28.736  0.106
C 11.324 3.786 26.730  -0.004
H 6.612 7.657 24.842  0.121
C 4.658 2.177 16.292  -0.069
O 8.774 -1.287 21.545  0.059
O 6.430 5.284 24.040  0.075
O 8.764 -3.334 20.909  0.083
H 14.735 2.218 22.697  0.121
C 5.690 6.645 14.475  -0.015
H 6.901 9.872 21.614  0.118
C 4.334 2.500 14.965  -0.059
N 5.538 8.130 20.211  -0.341
C 7.499 8.983 21.447  -0.017
H 2.548 9.055 22.442  0.115
H 3.781 10.649 23.710  0.110
H 3.402 3.026 14.803  0.107
C 6.331 -1.422 22.677  0.010
C 7.587 3.904 18.200  -0.049
H 12.366 4.071 26.637  0.120
C 8.103 3.358 19.379  -0.014
H 14.018 -1.905 21.738  0.118
C 9.238 3.663 25.510  0.006
H 9.159 3.139 19.464  0.122
H 9.370 9.565 22.462  0.107
H 4.405 4.423 19.180  0.114
C 5.238 9.238 24.404  -0.063
H 10.254 7.442 22.576  0.107
C 6.167 5.743 13.540  -0.154
O 7.830 4.259 13.023  0.094
N 7.343 4.930 13.900  -0.344
C 6.385 -3.799 22.226  -0.008
C 10.519 -1.195 18.521  -0.063
C 7.432 6.671 20.848  0.004
H 5.949 4.759 17.207  0.102
O 10.479 2.231 15.064  0.069
C 11.246 -1.686 17.442  -0.054
N 5.309 5.547 23.652  -0.333
H 6.926 -4.619 21.769  0.120
H 6.070 4.991 11.533  0.125
C 9.937 0.064 18.440  -0.060
N 10.869 1.082 14.991  -0.367
H 9.067 5.450 21.542  0.088
C 4.595 7.440 14.201  -0.047
H 4.612 -0.703 23.712  0.110
N 15.979 -0.146 22.446  -0.361
C 8.607 3.183 26.643  -0.050
O 10.570 4.533 23.332  0.056
H 4.103 8.087 14.911  0.107
H 5.325 3.473 21.298  0.105
H 10.252 -1.741 19.417  0.073
C 10.788 0.304 16.202  -0.146
H 4.064 6.396 11.020  0.109
O 11.377 0.616 14.005  0.095
H 7.617 0.604 15.641  0.109
N 11.254 4.341 24.314  -0.340
O 6.883 1.332 11.969  0.075
C 8.633 6.439 21.480  -0.039
O 8.106 0.246 13.344  0.075
H 4.923 2.504 12.937  0.117
O 16.335 -1.299 22.309  0.073
H 4.041 2.490 17.120  0.101
H 6.924 5.884 20.303  0.084
H 11.641 -1.341 21.333  0.087
C 5.154 -3.971 22.818  -0.058
C 12.337 -0.608 21.723  -0.066
H 3.152 6.549 22.597  0.121
O 7.772 5.013 15.026  0.073
H 12.332 2.624 22.679  0.078
H 5.796 10.005 24.925  0.108
C 14.056 1.406 22.473  -0.002
N 7.875 2.646 21.704  -0.321
C 4.873 6.950 23.781  -0.139
O 4.518 4.727 23.229  0.070
C 6.856 7.933 20.833  -0.148
O 16.705 0.790 22.674  0.083
C 10.709 3.318 27.881  -0.063
C 14.534 0.114 22.310  -0.142
N 8.245 -2.381 21.456  -0.334
C 11.434 -0.934 16.288  0.016
C 9.348 3.067 27.820  -0.074
C 6.257 4.301 18.138  -0.079
C 12.701 1.647 22.401  -0.054
C 5.687 7.915 24.345  -0.006
H 11.656 -2.685 17.517  0.109
C 8.762 8.804 21.994  -0.055
H 6.005 1.208 17.553  0.111
H 3.176 7.956 12.647  0.105
H 6.128 6.681 15.464  0.112
C 9.307 7.517 22.058  -0.047
C 5.444 4.131 19.250  -0.085
C 6.965 -2.538 22.151  -0.141
C 5.951 3.592 20.422  -0.011
C 4.543 -2.844 23.374  -0.074
O 12.471 4.431 24.309  0.067
H 9.275 0.461 19.200  0.096
H 3.605 -2.966 23.905  0.107
C 3.374 8.653 23.015  -0.074
O 7.103 2.224 22.545  0.074
H 8.697 3.720 24.575  0.098
H 6.789 -0.454 22.517  0.102
O 9.081 2.675 21.805  0.058
C 4.119 9.623 23.678  -0.067
C 3.721 7.330 23.082  -0.008
C 5.155 2.115 13.919  -0.007
H 12.027 -1.262 15.448  0.119

Computed properties:
- energy relative to the best compared isomer or geometry (same formula, charge and spin) (eV) = 0.3547
- structure (SMILES) = O=[N+]([O-])c1ccccc1.O=[N+]([O-])c1ccccc1.O=[N+]([O-])c1ccccc1.O=[N+]([O-])c1ccccc1.O=[N+]([O-])c1ccccc1.O=[N+]([O-])c1ccccc1.O=[N+]([O-])c1ccccc1.O=[N+]([O-])c1ccccc1.O=[N+]([O-])c1ccccc1
- orbital gap (eV) = 8.6573
- DFT total energy (eV) = -106969.1571
- 2S+1 = 1
- net charge = 0
- E_LUMO (eV) = -0.88


2.
The following is a quantum chemistry calculation of a structure of composition C48H50BrF3I2LaN5O8P, from OMol25.

Last column: Löwdin charge in e.
Cartesian coordinates (Å):
N -2.601 1.871 -5.030  0.096
C 3.331 -0.427 0.801  -0.313
H -0.148 6.684 5.059  0.091
H 4.508 0.982 -2.020  0.118
H 0.378 -6.321 -0.991  0.104
N -2.473 -0.974 1.140  0.066
C -4.951 -1.145 -3.649  -0.040
I 1.297 -1.530 -4.383  1.028
H 0.955 -0.148 4.627  0.119
C 0.298 4.452 2.528  -0.072
O -0.503 -0.261 -2.101  -0.294
C 3.705 -0.739 5.007  -0.202
C 3.772 -1.011 -1.638  -0.222
C 4.298 -1.076 -0.200  -0.193
C 0.343 -2.919 -0.525  -0.201
O 0.293 2.620 1.003  -0.211
C 0.662 -5.451 -0.394  -0.195
C -1.829 2.294 -4.019  -0.068
H -0.392 -2.146 -0.345  0.060
H -2.628 1.118 -6.957  0.100
H 0.832 -2.657 -1.470  0.075
C 2.453 -2.486 3.697  -0.176
C -3.856 -2.922 1.308  -0.055
H 2.111 -4.689 -1.786  0.113
H 2.772 -5.858 -0.652  0.106
O 1.455 3.386 -3.169  0.042
N -1.111 2.533 2.828  0.065
C 1.312 5.121 1.815  -0.256
H -3.968 -1.079 4.140  0.112
H 3.163 0.513 -3.066  0.062
H 4.570 -2.088 0.104  0.087
C 2.989 0.391 4.268  -0.192
C 2.561 1.115 -1.086  -0.187
C -4.020 3.236 -0.732  -0.566
H -2.384 0.797 4.029  0.123
H 2.587 6.827 1.740  0.115
H 1.362 3.852 0.416  0.074
C 0.263 6.243 4.159  -0.107
C -4.487 -0.060 -1.576  -0.120
H 0.913 -3.394 1.478  0.114
C 1.396 -2.951 0.598  -0.312
H -4.841 0.384 -0.654  0.099
H 3.616 0.737 3.445  0.101
H 3.976 1.598 0.479  0.128
H 4.471 -1.509 -2.317  0.112
H 3.821 -0.409 1.770  0.075
C -0.619 1.540 -6.298  -0.676
H 3.126 -1.013 5.898  0.113
H 4.383 -2.764 4.622  0.107
C -3.698 -1.404 3.141  -0.023
H 0.545 -1.737 3.039  0.114
C 2.566 -3.867 0.172  -0.175
N -3.188 -0.114 -1.753  0.054
F -6.131 2.507 0.144  0.130
La -1.165 1.143 -0.290  2.120
H 1.929 -2.820 4.601  0.119
H -1.007 4.510 4.208  0.102
H 2.305 1.487 1.021  0.081
C -4.232 -2.555 2.591  -0.062
H -1.175 -2.411 -6.017  0.076
H 0.633 -5.766 0.656  0.108
C 3.838 -1.969 4.108  -0.199
H 2.808 -1.536 -1.717  0.052
C -1.612 -1.942 -5.146  -0.243
O -2.826 2.772 -0.718  -0.216
C -0.218 5.038 3.688  -0.039
C -2.980 -2.095 0.628  -0.143
O 0.569 -0.345 0.810  -0.464
C 1.614 -0.054 3.758  -0.169
C 1.286 6.886 3.459  -0.096
O -0.091 2.604 -1.737  -0.240
C 3.044 1.030 0.366  -0.170
Br 0.163 0.941 -7.919  0.695
C -0.209 3.141 2.056  -0.422
H 1.174 0.719 3.124  0.092
H -5.640 -1.520 -4.394  0.057
C 0.392 2.829 -2.911  -0.589
H 4.689 -0.407 5.348  0.107
C -1.996 1.483 -6.152  -0.205
H -4.236 -3.821 0.839  0.106
H 2.561 -3.364 3.052  0.089
H 2.400 2.154 -1.373  0.099
C 0.175 1.999 -5.267  -0.077
C -3.560 -1.266 -3.870  -0.212
O 1.851 4.662 0.676  0.079
I -4.145 -2.751 -6.510  0.861
C -2.708 -0.712 -2.883  -0.156
H 5.223 -0.487 -0.155  0.120
C 3.547 0.450 -2.044  -0.198
H -2.344 2.611 -3.115  0.106
H -6.471 -0.444 -2.318  0.110
H 2.849 1.246 4.930  0.113
C 1.589 -1.409 3.015  -0.345
C -4.881 2.841 0.508  -0.547
C 1.801 6.336 2.304  -0.020
F -4.972 3.857 1.377  0.150
H 3.312 -3.303 -0.374  0.067
H -4.938 -3.156 3.151  0.106
C -0.776 -1.387 -4.163  -0.607
H 3.059 -4.283 1.058  0.106
C -2.969 -1.880 -5.007  -0.678
F -4.394 1.781 1.193  0.102
C 2.084 -5.015 -0.741  -0.188
C -0.443 2.361 -4.083  -0.104
H -2.672 -2.341 -0.383  0.105
H 1.677 7.832 3.818  0.097
C -2.228 0.587 2.973  -0.110
N -1.583 1.398 2.241  -0.112
H 1.252 2.068 -5.351  0.115
H -1.141 -4.357 0.106  0.096
H 1.601 0.604 -1.182  0.072
C -5.410 -0.554 -2.509  -0.030
H 4.419 -1.706 3.215  0.102
C -1.261 -0.759 -3.010  -0.456
O -4.603 3.935 -1.537  0.092
C -0.332 -4.293 -0.631  -0.177
C -2.814 -0.635 2.392  -0.267
H -0.792 -4.382 -1.619  0.113
P 1.724 -1.235 1.204  0.881

Computed properties:
- energy relative to the best compared isomer or geometry (same formula, charge and spin) (eV) = 0.8117
- orbital gap (eV) = 6.9291
- DFT total energy (eV) = -178975.7863
- 2S+1 = 1
- net charge = -1
- E_LUMO (eV) = 1.60


3.
The following is a quantum chemistry calculation of a structure of composition C3H6N2O, from OMol25.

Last column: natural (NBO) charge in e.
Cartesian coordinates (Å):
N 2.673 0.345 -1.183  -0.271
C 1.640 0.505 -0.695  0.223
H -1.522 0.736 -1.246  0.222
H -0.499 -0.775 1.138  0.419
H 1.367 -1.188 1.215  0.490
C 0.361 0.580 -0.063  0.039
O 0.821 -0.382 1.374  -0.783
H -0.606 -0.744 -1.537  0.199
N -1.418 -0.625 0.456  -0.875
C -0.864 -0.018 -0.748  -0.260
H 0.118 1.521 0.437  0.250
H -2.073 0.046 0.853  0.348

Computed properties:
- energy relative to the best compared isomer or geometry (same formula, charge and spin) (eV) = 3.9848
- orbital gap (eV) = 8.9786
- DFT total energy (eV) = -8232.7139
- 2S+1 = 1
- net charge = 0
- E_LUMO (eV) = -0.17


Which of these has the highest orbital gap?
C3H6N2O


2S+1 of number 3 (C3H6N2O)?
1